(1)
ORCA calculation (ωB97M-V/def2-TZVPD) on C48H53N6O5SW as an isolated structure.

Computed properties:
HOMO-LUMO gap (alpha / beta)	0.2633 / 0.2627	Eh
energy relative to the best compared isomer or geometry (same formula, charge and spin)	0.0	kcal per mole
molecular weight	1009.9	u
spin multiplicity	2

Element x y z (Å)
H1 3.0370 -5.7267 -1.5747
C1 -1.3871 2.4031 -4.3319
H2 -4.0587 -1.3310 1.4584
H3 5.7506 4.5514 0.4720
H4 -6.3186 1.7085 1.3689
H5 -2.3271 -6.0835 0.6327
C2 0.5776 3.7686 3.2499
C3 -2.2340 -4.0806 -0.0760
H6 2.5502 -0.5113 -0.1323
H7 -1.6004 2.9382 -5.2482
H8 -2.0785 -3.8540 -4.1839
C4 0.0548 -0.7815 3.3251
N1 -0.8814 1.0035 -2.0150
H9 2.3900 1.3584 3.8471
N2 0.8517 -0.8953 -1.7984
C5 2.6415 -2.4002 -1.0301
H10 -1.2730 5.4747 2.1082
C6 -3.5905 1.4377 1.8862
H11 -2.7999 3.4987 -3.0888
W1 -0.2876 0.0530 -0.0911
C7 -2.2960 2.3769 -0.6846
C8 4.2666 -0.5502 -1.3804
H12 4.0012 3.0838 1.4414
C9 -1.6334 2.7536 2.5089
C10 0.9373 -3.2341 -2.5561
H13 5.0805 -1.2275 -1.6536
H14 -0.1005 -5.9240 1.7986
H15 3.3878 -2.0546 1.6315
C11 -0.1686 0.7600 -3.1156
C12 -2.2670 -1.6758 3.4086
C13 -0.1673 -3.0456 -3.5839
C14 -1.7526 -5.1674 0.6042
H16 -6.2448 1.1161 -0.2919
O1 1.0038 1.5206 -0.6355
H17 5.7674 5.0063 -1.9584
C15 -1.5062 -2.8780 -0.1326
C16 1.4821 -2.1881 -1.7920
C17 -0.3818 3.4980 2.0955
C18 -3.4123 2.3921 4.1022
H18 4.0385 4.0060 -3.4140
C19 4.0183 3.2986 0.3809
H19 -5.4818 -0.6187 2.2423
C20 -5.6623 1.5874 0.5034
H20 1.1201 -3.7160 1.6777
C21 3.3267 -1.2257 -0.3764
C22 0.4377 -3.0299 -4.9932
H21 -3.1063 -0.9937 3.5485
C23 -0.5193 -5.0874 1.2608
H22 -1.4417 4.6375 0.5666
C24 -2.0632 2.7116 -3.1645
H23 -3.1835 -4.1096 -0.5916
H24 -3.8625 0.5750 -0.0441
H25 1.5456 4.0931 2.8631
C25 1.0860 0.0200 2.7952
C26 -4.9081 -0.6665 1.3128
H26 -2.6136 -2.5058 2.7880
C27 5.0014 4.3712 -1.5323
H27 2.2915 2.5505 -2.4364
C28 4.9935 4.1145 -0.1662
N3 -1.7191 1.6749 0.3092
O2 -3.1572 3.2424 -0.5965
H28 -1.9445 -2.0563 4.3753
C29 2.6097 -4.7335 -1.6420
H29 0.8785 -4.0037 -5.2219
H30 3.1851 -0.0427 3.1787
H31 1.1059 -5.3146 -3.0371
H32 -5.0967 1.2786 3.3979
C30 2.0190 1.8398 0.1304
C31 -2.1891 2.9471 3.7707
H33 -0.6490 -2.0850 -3.4020
H34 0.1367 2.8887 1.3609
C32 3.1810 -3.6763 -0.9499
O3 -1.4465 -0.5039 1.5382
H35 -0.3403 -2.8335 -5.7353
C33 4.0541 -1.5606 0.9187
H36 -5.5534 -1.1087 0.5496
C34 3.0414 2.7388 -0.4393
C35 -0.4001 1.4305 -4.2989
H37 -1.6581 -4.2345 -2.5126
C36 0.1643 -3.9086 1.2150
H38 0.7313 2.8771 3.8586
C37 3.0469 2.9991 -1.8049
H39 -5.3448 2.5735 0.1685
H40 0.2125 1.1727 -5.1512
C38 4.0296 3.8127 -2.3491
N4 1.0447 0.5267 1.5816
S1 -2.0453 -1.5054 -0.9963
C39 -1.1563 -0.9504 2.7142
O4 0.4412 -1.7573 0.5638
H41 4.9176 -2.2080 0.7509
C40 -4.4513 0.7197 0.8607
C41 -0.7653 4.8111 1.4030
N5 2.1216 1.3787 1.3190
O5 1.6241 -0.5144 -3.9444
H42 -1.6653 3.5551 4.4973
C42 -4.1142 1.6672 3.1533
C43 1.5164 -4.4998 -2.4529
C44 -2.3164 1.9479 1.5933
H43 0.1874 -1.1766 4.3205
H44 4.0693 -3.8455 -0.3544
H45 -3.8335 2.5510 5.0873
H46 4.4231 -0.6393 1.3745
H47 -0.8764 -5.0908 -3.8393
C45 0.8954 -0.2778 -2.9871
C46 2.2735 0.2908 3.6726
N6 -0.3381 -2.8499 0.5441
C47 -1.2557 -4.1186 -3.5165
H48 2.1566 -0.2242 4.6234
H49 1.2095 -2.2679 -5.0827
H50 0.2040 4.5591 3.9051
H51 3.7326 -0.2822 -2.2938
C48 -1.7563 2.0032 -2.0187
H52 0.1279 5.3229 1.0355
H53 4.7026 0.3551 -0.9501

=====

(2)
ORCA calculation (ωB97M-V/def2-TZVPD) on C48H54BN9P2PbS2Se2 as an isolated structure.

Computed properties:
HOMO-LUMO gap	0.2289	Eh
energy relative to the best compared isomer or geometry (same formula, charge and spin)	61.8	kcal per mole
molecular weight	1259.0	u

Element x y z (Å)
H1 -1.8758 -0.4709 -4.8834
C1 -1.0004 3.7492 0.7182
H2 -1.1374 -4.1448 1.9516
N1 0.7745 -2.9002 -0.7086
C2 -1.2329 3.3568 2.1834
H3 -8.3596 -3.6799 -2.3322
H4 -4.8827 -1.5894 -0.0408
S1 0.0587 -3.5036 5.0584
H5 7.3385 4.2507 2.3847
C3 -6.1244 -2.9998 -4.5813
H6 -3.3472 3.3967 -2.6778
H7 3.4028 -4.5484 -1.9563
C4 7.2001 -2.0145 -2.7323
H8 0.0671 -0.8846 -5.2529
C5 5.9445 2.0899 0.1819
H9 8.6921 -1.9341 -1.1859
H10 -4.0542 -2.4920 -4.2925
H11 7.1241 3.8640 -0.0486
C6 -4.9881 -2.7765 -3.8189
N2 1.4637 -4.7337 -2.6633
H12 0.2744 3.3560 -3.4400
H13 1.0934 2.7535 1.1152
H14 7.1634 -0.9698 0.4908
H15 -1.2656 5.8273 1.1956
N3 -0.3587 -0.4517 -1.9617
H16 -2.2868 3.1427 2.3804
N4 1.0013 0.9054 2.9759
C7 -0.1478 -4.2806 2.3895
C8 2.3746 -4.2222 -1.8400
C9 6.7773 3.3983 2.0206
N5 -1.5424 -0.7897 2.1493
Se1 2.6924 0.6421 -0.6380
C10 5.8807 -1.7506 -3.0664
P1 4.3897 -0.2227 0.4474
H17 -4.8840 -1.0274 2.0410
C11 0.5084 -1.8940 5.3824
B1 -0.8969 -1.1165 -4.5543
C12 1.1493 0.1792 4.1433
H18 5.8340 1.9294 -0.8845
H19 -3.1976 1.3533 0.9542
Se2 4.0586 -1.6781 1.9642
H20 -6.0806 -2.9139 -5.6617
C13 6.6573 3.1818 0.6518
H21 0.3196 4.2381 -1.9095
C14 0.2028 -4.3305 -2.4880
C15 5.0215 -1.1898 -2.1262
H22 -4.2765 3.6791 -0.7129
H23 2.4306 3.5762 1.9081
H24 0.8489 2.5527 -1.9854
H25 0.7724 4.0137 2.3414
C16 -1.5323 -2.9640 -1.1793
H26 -1.1253 5.5313 -0.5300
H27 -6.4312 -3.3285 -0.8190
N6 0.5134 -1.9745 3.0751
C17 -2.7449 -1.1150 1.6776
H28 -1.4727 1.8688 -2.6274
H29 0.5813 -4.2603 1.5825
H30 -0.1093 -5.2526 2.8800
H31 -2.0605 4.0541 -3.6742
H32 -2.3749 4.7427 -2.0851
N7 -1.6121 -2.2937 -0.0442
H33 6.2789 2.6804 3.9828
C18 2.0324 -3.2868 -0.8680
C19 1.4237 3.1843 2.0569
C20 6.8079 -1.1760 -0.5120
C21 1.4279 2.1245 3.1133
C22 -3.7071 0.8816 -1.0578
C23 -4.2304 3.0371 0.1662
H34 -5.2297 2.6180 0.3225
H35 0.5770 -1.5216 6.3934
H36 -0.6541 2.4702 2.4546
H37 5.0335 0.7076 3.1329
H38 2.7737 -2.8684 -0.1898
C24 -0.1515 -3.4292 -1.4905
H39 -0.4928 0.0794 3.6926
C25 -5.0768 -2.8867 -2.4373
H40 0.0807 3.8022 0.5629
H41 -2.6360 5.1694 0.3072
C26 -3.9440 -2.0138 -0.3661
C27 -7.3882 -3.4172 -2.7374
H42 -2.5664 -3.6827 -2.9343
S2 2.0299 2.4687 4.6979
H43 -2.9671 0.0965 -1.2459
C28 5.4820 -0.8996 -0.8474
C29 0.1135 3.2648 -2.3634
H44 -0.5174 -4.7521 -3.1675
Pb1 0.1464 -0.4094 0.3927
H45 -2.5765 0.5890 5.0212
C30 -2.6441 -3.1785 -1.9892
H46 -1.1473 -2.3132 -4.5289
C31 -2.7782 -1.8384 0.3687
C32 0.7203 -1.2281 4.2179
N8 -3.8369 -0.1882 3.5840
C33 -3.8767 -2.6880 -1.5841
C34 1.6935 0.8673 5.1772
C35 -0.5540 -0.7141 -3.0708
C36 -3.8920 -0.7944 2.4045
C37 -1.3226 2.8076 -2.0895
H47 5.5172 -1.9700 -4.0630
C38 -1.5515 5.1405 0.3931
N9 -7.3113 -3.3203 -4.0646
H48 1.9272 0.5218 6.1719
C39 6.1850 2.5188 2.9149
H49 -3.9072 1.3699 -2.0133
C40 -6.3115 -3.2100 -1.8890
H50 -3.9999 3.6574 1.0324
H51 3.9970 -0.9562 -2.3932
H52 -0.9353 4.1724 2.8474
H53 7.8716 -2.4382 -3.4690
C41 -2.6274 0.1107 4.0508
C42 7.6629 -1.7272 -1.4522
H54 -4.6341 0.4039 -0.7292
C43 5.4770 1.4169 2.4446
C44 5.3506 1.2000 1.0794
C45 -3.2342 1.8905 -0.0015
P2 -1.4455 2.2823 -0.3161
C46 -1.4815 -0.1823 3.3262
C47 -2.3396 3.8103 -2.6446
C48 0.1503 -3.1876 3.3640

=====

(3)
ORCA calculation (ωB97M-V/def2-TZVPD) on C48H55Cl2F4GeIN2OPSeTi as an isolated structure.

Computed properties:
HOMO-LUMO gap (alpha / beta)	0.2488 / 0.2438	Eh
energy relative to the best compared isomer or geometry (same formula, charge and spin)	16.4	kcal per mole
net charge	+2
molecular weight	1180.2	u
spin multiplicity	2

Element x y z (Å)
C1 -1.0137 -4.5359 0.3399
H1 5.7030 -4.9786 -0.0860
C2 2.2800 -3.3102 1.6981
H2 -1.0011 4.3475 0.8220
C3 2.6480 -6.2009 0.3516
H3 -2.2467 2.1540 -4.8548
C4 3.0835 -0.4459 5.1173
H4 4.6765 -6.2963 3.1057
H5 5.8331 -3.5569 0.9475
C5 -6.2182 0.6753 -0.8201
H6 3.2194 -5.5426 3.7492
C6 1.0469 -1.1027 3.4331
F1 0.7218 -3.1099 4.5904
C7 -3.7360 0.6702 0.4058
Ti1 0.4517 0.2994 0.6385
C8 -1.3475 4.2164 -1.2835
F2 4.0886 -0.1091 5.9154
H7 -0.2585 0.4842 5.4571
H8 -2.3271 1.2920 -2.5613
C9 -0.6468 0.8569 -5.4615
H9 1.1917 2.1946 4.8403
H10 0.8877 -1.4038 -3.4716
C10 -5.4929 -1.0440 -2.3815
P1 -1.0349 -0.8150 -1.1677
H11 -2.5410 7.3848 -3.6678
C11 -0.6010 -5.3714 -0.6885
C12 0.2819 4.0437 -3.1074
H12 4.8350 -3.5109 -0.5223
C13 -1.7767 3.2837 4.4313
H13 -2.6951 4.4899 0.3544
N1 1.1752 0.9836 2.2520
H14 -0.6194 1.2282 -6.4776
C14 3.7448 -0.2876 -2.7381
H15 1.6109 3.8166 -4.7644
C15 -1.6730 5.4625 -3.3414
H16 3.2982 -7.0624 0.1991
C16 2.7376 0.4136 4.0891
C17 -0.2844 -3.4600 -2.1216
C18 3.8494 -0.9484 1.0567
H17 -0.1532 5.2130 -4.8282
C19 -3.8879 -0.1565 -0.7313
C20 0.5259 2.6494 4.1067
F3 3.4572 1.5245 3.8967
C21 -1.0628 -3.1678 0.1348
C22 1.5338 3.4874 -3.7311
C23 -4.7374 1.4877 0.8595
I1 -2.0882 0.7149 1.7794
C24 2.4085 -1.6369 5.3229
H18 4.6923 -1.4609 0.5989
H19 -7.1885 0.6392 -1.2985
H20 -1.7412 3.8689 3.5102
H21 4.6895 -0.1061 -2.2381
Ge1 3.6094 -4.8019 1.3291
H22 3.9158 -1.0386 2.1383
C25 -5.9905 1.5103 0.2314
O1 0.3218 1.8001 -0.3015
H23 2.0633 2.8717 2.6685
C26 -1.7639 3.9714 0.1358
C27 1.0791 2.4010 2.6838
C28 1.6747 0.1253 3.2234
H24 1.7829 -6.5282 0.9280
C29 -3.2312 -1.7887 -2.3905
H25 -3.5214 6.0444 -4.2367
H26 1.5357 2.3970 -3.7218
H27 -2.0860 6.5353 -5.1525
H28 -2.4697 -2.3914 -2.8644
C30 -0.1656 3.6386 -1.8206
C31 5.1531 -4.1267 0.3148
C32 -0.4863 4.9256 -3.8385
C33 -2.0689 5.1047 -2.0501
H29 -6.7660 2.1588 0.6146
H30 0.5716 3.7307 4.2658
C34 -0.7031 -2.6160 -1.0989
C35 1.3865 -1.9631 4.4546
H31 2.6898 -2.2997 6.1289
H32 -0.5665 -6.4419 -0.5395
H33 -4.5645 2.1107 1.7289
Cl1 2.4286 0.3399 -1.6910
C36 0.1876 -0.6346 -3.7661
Cl2 3.5593 -2.0047 -3.0858
H34 -1.5631 3.9382 5.2836
H35 -1.4441 -2.5224 0.9202
C37 -4.5356 -1.8692 -2.8900
C38 0.6462 2.6825 -1.1568
C39 -2.4962 6.4083 -4.1533
C40 -1.6066 0.8814 -3.2601
H36 2.5131 -2.9266 2.6883
H37 -4.7563 -2.5533 -3.6977
H38 0.9528 -0.5376 -5.7642
C41 -1.5567 1.3778 -4.5515
Se1 2.1855 -1.7971 0.4801
C42 -0.9519 1.3211 5.5262
C43 -2.8834 -0.9489 -1.3532
H39 -1.9079 2.9120 0.3280
H40 -1.9676 0.9238 5.5671
C44 -5.2002 -0.1731 -1.3120
F4 0.0561 -1.4300 2.5455
H41 3.6859 0.2510 -3.6769
H42 1.6948 2.6889 -1.4406
H43 -2.9610 5.5548 -1.6309
H44 4.7263 -4.6169 3.6363
H45 -0.0307 -3.0720 -3.0975
H46 3.8384 0.1004 0.7769
N2 -0.8319 2.1737 4.3422
H47 -1.3165 -4.9503 1.2931
H48 -2.7870 2.8877 4.5480
C45 4.1083 -5.3669 3.1426
C46 -0.2352 -4.8312 -1.9112
H49 -0.7541 1.8672 6.4567
H50 1.2808 -3.7452 1.7207
H51 0.0677 -5.4831 -2.7204
H52 2.3078 -5.8483 -0.6201
C47 -0.7609 -0.1586 -2.8640
H53 0.4441 2.9076 1.9562
C48 0.2350 -0.1345 -5.0608
H54 -6.4960 -1.0463 -2.7889
H55 2.4260 3.8442 -3.2087

=====

(4)
ORCA calculation (ωB97M-V/def2-TZVPD) on a 12-piece molecular cluster, C48H56Cl8N8 overall.

Computed properties:
HOMO-LUMO gap	0.0204	Eh
energy relative to the best compared isomer or geometry (same formula, charge and spin)	210.5	kcal per mole
molecular weight	1028.7	u

Element x y z (Å)
C1 2.1036 -4.5935 -19.6993
H1 1.2257 0.0617 15.6452
C2 2.1406 2.3777 13.6816
H2 4.1928 -2.0279 -19.4172
H3 -3.7805 1.2777 9.0653
H4 1.3982 3.3009 5.4136
C3 1.9905 0.3791 11.8017
H5 2.9881 0.0724 15.6542
H6 2.7292 2.2194 5.3223
H7 -5.8818 -2.4577 10.2970
C4 3.5065 -3.7198 -24.1883
C5 -1.5163 3.4804 5.6121
C6 -5.7450 -1.4453 7.7782
C7 -3.8614 -1.9480 4.4886
Cl1 -0.2500 -0.6164 4.9359
H8 4.0406 -4.9948 -27.8447
N1 -4.8597 -1.9594 8.6508
H9 -3.3983 -3.9697 4.5424
C8 -5.4940 -1.4779 6.4061
C9 -3.4149 -2.5130 6.8642
H10 -2.0775 1.0545 9.6720
C10 2.4044 3.0374 9.2049
H11 5.4376 -5.8146 -27.2361
Cl2 -1.0840 -1.6655 10.3911
H12 3.3992 -2.6761 -23.9273
H13 1.6954 -5.7464 -21.4322
C11 3.9640 -3.2188 -21.1824
H14 -3.1095 -2.9173 8.9922
N2 0.0001 5.2494 2.0753
C12 3.7023 -2.8559 -19.9086
C13 3.6920 -4.0882 -25.4794
C14 -1.6960 3.5085 8.0300
H15 -6.6991 -1.1007 8.1500
H16 4.1279 -7.3720 -25.1629
H17 -2.4113 -2.7790 6.5477
N3 -2.2757 2.2974 7.9960
H18 2.5911 4.0298 7.1966
C15 4.3500 -5.7556 -27.1337
C16 -2.3328 1.5586 6.8798
H19 -1.6365 3.9274 9.0240
H20 2.9547 3.7953 9.7486
H21 -2.1929 1.5838 4.8043
H22 0.1443 7.0536 3.0486
C17 2.5130 -3.1333 -17.7613
H23 3.7135 -3.3573 -26.2728
C18 -1.0353 4.1136 4.3811
C19 3.5947 -4.6772 -23.1598
C20 -5.0918 -1.7289 10.0993
C21 2.1034 0.6827 15.4835
H24 1.5344 -2.6598 -17.7585
H25 -3.2691 0.0636 1.7979
C22 1.8448 1.9494 9.8633
H26 2.3382 3.6856 12.0654
C23 -3.7499 -2.5879 8.1845
H27 -2.8670 0.6344 7.0311
H28 -4.4152 0.0854 4.0922
C24 -2.0608 -1.8273 0.6924
C25 -4.2524 -1.9115 5.9149
C26 -2.8805 -3.1003 2.6067
C27 0.6136 5.8242 0.8648
C28 3.9817 -6.3636 -24.8076
N4 2.1781 1.0948 14.0672
C29 2.0867 0.0884 13.1544
N5 2.8037 -3.5454 -19.1543
H29 0.9555 1.5785 5.3159
C30 -2.8135 1.7414 9.2545
H30 -1.0779 2.3323 3.2142
H31 -1.0884 -1.4085 0.9511
C31 -1.9579 2.1633 5.6862
C32 1.2187 1.0969 7.7481
H32 3.6493 -6.8627 -22.8219
C33 -3.9988 -0.8249 3.6818
Cl3 -1.3347 4.1335 11.9063
C34 3.3106 -4.3245 -21.7664
H33 1.6872 -0.3029 11.0154
C35 -0.2607 3.9190 2.0852
Cl4 -0.2513 9.6612 1.7143
C36 1.7023 2.2828 5.6762
C37 -3.4250 -0.8110 2.4277
C38 -0.8034 3.3797 3.2166
C39 1.9768 1.7109 11.3151
H34 2.5241 -4.0336 -17.1501
H35 -0.7132 6.1508 5.1666
C40 -0.1497 6.0195 3.1521
H36 -2.5274 -3.9845 2.1026
H37 -3.0179 2.5818 9.9154
H38 -0.0347 5.7416 -0.0108
H39 -2.6653 -1.2706 -0.0135
C41 3.7287 -6.0247 -23.4998
C42 2.2150 2.6415 12.3282
C43 -1.3106 4.1176 6.8549
H40 -1.7467 -2.8215 0.3724
H41 1.3204 -4.9108 -19.0254
C44 2.2803 -4.9370 -21.0191
C45 -0.6973 5.4768 4.3207
C46 2.3546 3.1810 7.8313
H42 3.3326 -2.5028 -17.4321
H43 0.6015 6.9097 0.9722
H44 -6.1815 -1.2083 5.6148
H45 2.2646 3.0936 14.4787
Cl5 1.0685 5.6004 -2.5796
H46 0.8720 0.3445 7.0431
H47 -0.7770 5.0597 6.9335
H48 1.9128 -0.9411 13.4275
H49 0.0088 3.2989 1.2400
Cl6 -5.9625 1.9185 10.8711
H50 -4.1850 -1.8640 10.6803
Cl7 -1.6897 1.4875 -0.2330
H51 2.0679 1.5423 16.1447
C47 1.0818 1.0535 9.1022
N6 1.7379 2.1729 7.1554
H52 4.7829 -2.7662 -21.7251
N7 3.9854 -5.3964 -25.7696
H53 1.5466 5.3240 0.6307
C48 -3.4353 -3.1180 3.8750
H54 0.6048 0.2180 9.5684
H55 -5.5524 -0.7464 10.1550
Cl8 1.0214 5.9169 6.6263
H56 3.9518 -6.7440 -27.3530
N8 -2.8527 -1.9269 1.9352

=====

Result set for max |F|: 0.0078; 0.0467; 0.0847; 0.0493 hartree/bohr, one per record in the order listed.
Result set for E_tot: -82479.88031; -240929.34040; -253965.09722; -162773.57721 eV, one per record in the order listed.